123
Properties=species:S:1:pos:R:3:forces:R:3 method="wB97M-V/def2-TZVPD" spin_multiplicity=2 homo_lumo_gap_ev="9.01 / 9.43" e_tot_ha=-2111.81380 s2=0.755 lumo_energy_ev="0.23 / -0.12" e_homo_ev="-8.7831 / -9.5479" charge=0
H 1.358 -7.311 2.978 -0.71 0.43 -2.23
H -1.651 1.753 -0.647 2.06 0.26 -1.41
H 3.376 7.379 -0.814 -0.13 0.06 0.11
H 0.037 6.584 1.782 0.10 0.12 -0.07
H 4.224 -0.491 5.228 -0.26 0.14 -0.28
H 0.472 -2.284 -0.414 -2.21 -0.10 -0.43
C 0.999 7.099 1.693 -0.36 0.04 0.07
H -4.190 -9.581 3.433 -0.03 0.04 -0.12
H 3.395 -2.158 2.133 -2.07 -1.07 -1.30
H 1.351 -7.718 1.045 -0.75 1.18 2.12
C 4.796 1.940 4.626 0.13 0.17 -0.32
H 2.141 1.451 -10.237 0.01 -0.04 0.11
C 0.312 3.136 -9.008 -0.17 0.29 -0.12
C -3.153 -1.837 2.550 -1.40 0.01 0.26
H -1.839 -0.866 -2.105 1.29 0.37 2.29
H 0.649 -0.027 -2.074 -1.36 0.74 2.15
C 1.602 6.869 0.316 0.40 0.03 0.53
H -0.566 -2.818 -1.894 0.04 0.96 2.38
C -4.157 -9.045 2.480 0.20 -0.32 -0.06
C 1.195 -5.383 0.017 -0.46 -0.56 -0.37
H -3.562 -1.471 1.503 0.96 -0.73 2.06
H 1.193 8.972 -6.482 -0.11 -0.05 0.01
H 2.036 -1.615 0.947 0.85 -2.32 1.05
H 0.484 4.459 -1.606 -2.36 0.63 -1.34
H 0.916 7.240 -0.453 0.08 -0.27 0.01
H -5.174 -8.989 2.075 0.03 0.09 0.14
H 1.648 6.695 2.477 0.07 0.11 -0.10
O -0.788 2.127 -2.667 -1.51 2.58 2.14
H 3.318 1.416 -8.904 -0.14 0.09 -0.08
H -4.348 0.626 3.227 -0.69 -1.60 1.91
H 0.757 5.978 -7.341 0.02 0.15 0.05
H -0.285 5.373 -3.142 -0.71 -1.19 2.19
C -0.529 4.769 -2.153 0.19 -1.15 -0.03
H -0.247 -7.616 2.039 2.28 1.04 -0.25
H -0.104 9.017 -5.265 0.12 -0.07 -0.08
C 1.358 -3.277 2.518 1.25 2.70 1.76
H -2.732 -2.780 -0.040 2.38 -1.02 0.42
C -2.653 -3.396 2.481 0.42 0.58 0.02
O -0.265 6.389 -4.901 -0.20 -0.02 0.01
H 0.844 8.166 1.883 0.02 -0.12 0.03
C 0.363 8.408 -6.046 -0.02 0.34 0.22
H -3.532 -4.062 2.029 1.96 1.35 0.98
C -0.132 -2.647 2.299 0.04 0.14 0.83
H -2.349 -1.067 2.907 -1.19 -1.63 -0.75
C -4.635 -0.123 4.110 -0.16 -0.85 -0.11
H 1.000 -2.989 4.820 1.79 0.50 -1.62
C 2.847 1.476 6.141 -0.36 0.05 0.08
O -2.722 3.627 -2.903 8.15 -1.56 1.49
H 1.564 7.266 -4.674 -0.23 -0.13 0.05
O 2.774 -5.150 2.614 -3.50 0.65 0.31
H 0.368 -5.910 -0.664 1.75 1.14 1.50
C 2.481 -2.580 1.491 0.69 0.41 0.29
H -0.913 6.222 -5.606 0.26 0.04 0.31
H -3.567 -9.632 1.768 -0.02 0.09 0.15
H -2.412 -3.736 3.585 -0.60 0.54 -2.13
H 2.852 8.644 0.322 0.05 -0.11 0.00
H -0.312 2.388 -8.506 0.12 -0.04 -0.10
C 0.844 -7.141 1.942 -1.21 -0.31 -0.28
H 1.321 -4.291 -0.379 -0.18 -2.14 0.88
H 4.700 3.021 4.771 0.06 -0.11 0.01
H 0.149 2.492 -0.688 -1.80 -1.31 -1.29
C -0.629 -2.342 -0.801 -0.93 0.24 -1.43
H 1.707 0.756 -8.658 -0.09 0.12 -0.08
H 3.666 7.175 0.909 -0.14 0.06 0.06
H 1.805 5.258 -6.127 -0.03 0.20 -0.12
C -1.426 3.456 -2.620 -5.13 1.39 -0.73
H -4.026 -2.263 4.621 -1.24 0.96 -2.02
O 1.975 3.032 -7.276 0.08 0.00 0.20
H 2.049 -1.560 4.012 -0.67 -2.72 -0.05
H -1.195 5.364 -1.389 1.29 -1.10 -1.75
H 2.693 2.543 6.331 0.02 -0.12 0.03
H -0.547 -2.383 3.388 0.91 -0.71 -2.34
C 3.450 1.246 4.765 0.45 0.00 0.56
H -1.747 -4.308 -0.533 0.21 2.19 1.42
C 2.948 7.563 0.178 0.13 0.16 -0.31
H 3.496 1.072 6.926 0.06 0.11 -0.11
H 2.850 -3.231 4.380 -1.92 0.76 -0.93
H -3.945 -5.819 3.727 0.01 -0.17 0.02
C -4.378 -6.820 3.623 0.15 0.24 0.25
H 2.375 5.132 0.779 -0.25 0.20 -0.28
C 0.667 -5.519 1.561 -1.11 -3.02 -0.65
H 2.177 -6.027 -0.113 -1.86 1.65 0.31
H -1.250 -5.543 2.794 0.77 0.54 -2.23
C 1.782 2.924 -8.684 -0.41 -0.53 0.14
H -2.083 -0.529 -0.258 1.82 -0.52 -1.30
O -3.820 0.175 5.334 0.85 -1.33 -2.02
H 2.950 -3.344 0.739 -1.11 1.53 1.32
H 5.224 1.756 3.635 -0.12 0.06 0.11
H -2.908 -0.269 5.218 -2.21 1.05 0.08
H -1.615 -5.875 0.976 1.65 1.54 1.27
H -5.403 -6.685 3.259 0.05 -0.16 0.01
H -4.430 -6.924 1.057 0.37 -0.08 0.16
C -4.410 -1.710 3.639 1.11 0.67 0.23
C -0.939 -5.224 1.686 0.81 1.00 1.79
H 2.380 3.709 -9.159 -0.01 -0.04 0.27
C 0.000 0.240 -1.109 -1.30 -0.29 -1.02
C 0.841 7.082 -5.476 -0.17 0.05 -0.76
O 3.616 -0.153 4.549 0.11 -0.04 -0.06
H 0.132 3.074 -10.086 -0.03 -0.01 0.12
H 1.885 0.961 6.231 0.11 0.12 -0.07
C -3.562 -7.657 2.651 -0.70 -0.09 0.04
H 1.447 2.339 -6.847 0.21 0.29 -0.20
N 1.456 -4.773 2.598 2.69 0.47 -2.49
H 2.764 1.617 3.995 0.07 -0.26 0.01
H 0.669 0.075 -0.160 -1.37 0.62 -1.74
C -1.649 -3.275 0.058 -0.03 -0.32 -1.23
H -0.397 8.250 -6.820 0.15 -0.08 -0.02
H -2.531 -7.740 3.012 -0.06 0.12 -0.23
C -1.270 -0.819 -1.056 0.94 -0.75 -0.52
O -3.519 -7.003 1.385 -0.07 0.11 -0.29
H -0.023 4.116 -8.653 0.09 -0.12 -0.11
H 5.514 1.552 5.357 -0.15 0.07 0.06
H -4.417 -7.289 4.611 -0.04 0.07 -0.10
H -5.400 -2.178 3.208 2.03 0.87 0.97
H 2.341 6.712 -7.000 -0.09 -0.05 0.00
O 1.767 5.470 0.101 0.06 -0.32 -0.01
C -1.243 -3.601 1.599 -2.23 -0.54 -0.05
H -5.762 0.013 4.439 2.45 -0.07 -0.70
C 1.849 -2.736 4.028 -0.44 0.38 0.14
C -0.618 1.760 -1.231 1.26 -0.87 1.48
C 1.477 6.213 -6.549 0.32 -0.23 0.22
C 2.262 1.560 -9.155 0.33 -0.08 -0.15
H 0.022 -1.583 1.787 -0.52 -2.46 0.84